C64H57GaGeN4OS | ωB97M-V/def2-TZVPD

```
129
Properties=species:S:1:pos:R:3:forces:R:3:lowdin_charge:R:1
Ga 0.552199 -0.450035 -0.382899 0.0 0.1 -0.2 0.4828
C 7.839095 -2.535889 1.004669 0.0 0.0 0.0 -0.0611
C 7.507056 -1.192017 0.911299 0.0 0.0 0.0 -0.0569
C 6.199566 -0.816317 0.649416 -0.1 0.0 0.1 -0.0366
C 5.203796 -1.782171 0.496444 0.2 0.0 0.1 -0.2132
C 5.543009 -3.129516 0.610050 -0.1 0.1 -0.1 -0.0382
C 6.855049 -3.502127 0.855077 0.0 -0.1 0.0 -0.0582
C 3.802602 -1.357696 0.243823 -0.2 0.1 0.1 -0.0393
C 2.835625 -1.653508 1.203545 0.1 0.1 0.0 -0.1831
C 3.124623 -2.327288 2.430693 -0.1 -0.1 0.0 0.0487
C 1.961634 -2.440799 3.113571 0.1 0.0 -0.1 0.0364
C 0.948946 -1.819036 2.321800 -0.1 -0.1 0.0 -0.2259
N 1.498654 -1.315725 1.162784 -0.2 0.0 -0.2 0.1119
C -0.389720 -1.737324 2.712859 0.1 0.0 -0.2 -0.0805
C -1.331464 -0.985127 2.029180 -0.2 -0.3 0.1 -0.2527
C -2.727821 -1.101635 2.206229 0.0 0.1 -0.1 0.0468
C -3.341687 -0.318555 1.270538 0.1 0.0 0.1 0.0335
C -2.339215 0.307193 0.499321 -0.2 0.1 -0.1 -0.2817
C -2.578802 1.150386 -0.580291 0.1 -0.1 0.1 -0.0962
C -3.959005 1.672654 -0.747139 -0.1 0.1 0.0 -0.2037
C -4.521148 2.450078 0.266113 0.1 0.0 -0.1 -0.0261
C -5.802555 2.960162 0.135519 0.0 0.0 0.0 -0.0516
C -6.548548 2.678375 -1.000561 0.0 0.0 0.1 -0.0582
C -6.003476 1.896808 -2.009241 0.0 0.0 0.0 -0.0560
C -4.711329 1.408348 -1.889746 0.0 -0.1 0.0 -0.0394
C -1.603283 1.480515 -1.515384 0.0 -0.1 0.0 -0.2560
N -0.319413 0.983803 -1.557186 0.1 -0.3 0.1 0.0852
C 0.252403 1.513883 -2.694141 0.1 0.0 0.1 -0.1950
C 1.555611 1.309412 -3.140515 0.0 0.0 0.1 -0.0428
C 1.978600 2.005213 -4.385103 0.0 0.1 -0.1 -0.2159
C 2.925906 3.026564 -4.327702 -0.1 0.0 0.0 -0.0334
C 3.287338 3.709477 -5.478478 0.0 0.0 0.0 -0.0557
C 2.720422 3.367540 -6.697901 0.0 0.0 0.0 -0.0620
C 1.783660 2.346283 -6.762958 0.0 0.0 0.0 -0.0578
C 1.407528 1.672875 -5.611213 0.1 -0.1 0.1 -0.0346
C 2.504651 0.560955 -2.448403 -0.1 0.0 0.0 -0.1919
C 3.863003 0.409539 -2.866055 0.1 -0.1 0.0 0.0440
C 4.492730 -0.319778 -1.915060 0.0 0.0 -0.1 0.0443
C 3.525088 -0.629168 -0.909584 0.0 -0.1 0.0 -0.1909
N 2.303428 -0.107893 -1.263583 -0.2 0.1 0.1 0.1067
C -0.682397 2.379170 -3.346869 -0.1 0.1 0.0 0.0517
C -1.826025 2.355875 -2.621992 0.1 0.1 -0.1 0.0374
N -1.057628 -0.058334 0.993075 0.3 0.5 0.0 -0.0389
C -0.833596 -2.500335 3.904374 0.0 -0.1 0.1 -0.2032
C -1.429386 -1.834142 4.975647 0.1 0.0 -0.1 -0.0349
C -1.809540 -2.530117 6.111574 0.0 0.0 0.0 -0.0525
C -1.626709 -3.904029 6.176188 0.0 0.0 0.0 -0.0582
C -1.061339 -4.579355 5.103487 0.0 0.0 0.0 -0.0548
C -0.653104 -3.881544 3.978286 -0.1 0.0 -0.1 -0.0310
H 8.862313 -2.830433 1.194599 0.0 0.0 0.0 0.1132
H 8.267637 -0.434049 1.043377 0.0 0.0 0.0 0.1131
H 5.935173 0.232789 0.592747 0.0 0.0 0.0 0.1246
H 4.777312 -3.885811 0.484798 0.0 0.0 0.0 0.1242
H 7.109445 -4.551437 0.923201 0.0 0.0 0.0 0.1128
H 4.098117 -2.672711 2.731102 0.0 0.0 0.0 0.1270
H 1.811058 -2.877995 4.085252 0.0 0.0 0.0 0.1300
H -3.201426 -1.743987 2.929808 0.0 0.0 0.0 0.1360
H -4.401635 -0.212404 1.108318 0.0 0.0 0.0 0.1367
H -3.935744 2.667701 1.152116 0.0 0.0 0.0 0.1063
H -6.214350 3.580208 0.920687 0.0 0.0 0.0 0.1144
H -7.553548 3.066833 -1.095017 0.0 0.0 0.0 0.1144
H -6.587317 1.669335 -2.891305 0.0 0.0 0.0 0.1131
H -4.285261 0.808842 -2.686869 0.0 0.0 0.0 0.1147
H 3.357481 3.298703 -3.371827 0.0 0.0 0.0 0.1253
H 4.010513 4.512047 -5.421318 0.0 0.0 0.0 0.1133
H 3.004828 3.897611 -7.596850 0.0 0.0 0.0 0.1129
H 1.342886 2.070061 -7.711995 0.0 0.0 0.0 0.1114
H 0.678315 0.872619 -5.653707 0.0 0.0 0.0 0.1108
H 4.278900 0.809285 -3.774735 0.0 0.0 0.0 0.1276
H 5.523195 -0.629535 -1.895280 0.0 0.0 0.0 0.1277
H -0.477358 2.949748 -4.236307 0.0 0.0 0.0 0.1287
H -2.731186 2.912428 -2.798592 0.0 0.0 0.0 0.1280
H -1.566450 -0.759985 4.921196 0.0 0.0 0.0 0.1033
H -2.243671 -1.995862 6.946285 0.0 0.0 0.0 0.1140
H -1.928086 -4.447681 7.061455 0.0 0.0 0.0 0.1140
H -0.939428 -5.653547 5.142398 0.0 0.0 0.0 0.1135
H -0.208058 -4.409858 3.143869 0.0 0.0 0.0 0.1251
O -0.237500 -1.977303 -1.290169 0.1 0.2 0.2 -0.4365
S -1.469930 -1.827152 -2.225783 0.2 -0.6 -0.1 1.1301
C -2.342816 -3.358435 -1.996760 -0.2 0.3 0.0 -0.3698
C -3.724335 -3.246194 -1.908404 0.0 0.1 0.0 -0.0790
C -4.484131 -4.394730 -1.749594 0.0 -0.1 0.0 -0.0523
C -3.857261 -5.630074 -1.667662 -0.1 0.1 0.0 -0.0433
C -2.472531 -5.724675 -1.752016 0.1 0.0 0.0 -0.0453
C -1.703174 -4.586069 -1.921213 0.2 0.0 0.0 -0.0509
C -0.794066 -2.040307 -3.862130 -0.1 0.3 0.0 -0.3699
C -1.582969 -1.587114 -4.911628 0.0 0.0 0.1 -0.0744
C -1.098458 -1.683200 -6.206016 0.0 0.0 0.0 -0.0583
C 0.166075 -2.212171 -6.434424 0.0 0.0 0.0 -0.0534
C 0.942197 -2.660627 -5.373657 0.0 0.0 0.0 -0.0469
C 0.463881 -2.577116 -4.074159 0.1 0.0 0.2 -0.0610
H -4.197963 -2.271814 -1.951667 0.0 0.0 0.0 0.1062
H -5.561269 -4.320939 -1.686080 0.0 0.0 0.0 0.1173
H -4.450086 -6.525217 -1.536617 0.0 0.0 0.0 0.1186
H -1.984852 -6.688184 -1.692855 0.0 0.0 0.0 0.1182
H -0.623475 -4.646016 -1.977266 0.0 0.0 0.0 0.1188
H -2.562631 -1.165405 -4.715222 0.0 0.0 0.0 0.1144
H -1.707225 -1.338356 -7.031155 0.0 0.0 0.0 0.1180
H 0.548847 -2.271064 -7.444553 0.0 0.0 0.0 0.1178
H 1.921650 -3.082360 -5.554051 0.0 0.0 0.0 0.1176
H 1.063410 -2.914528 -3.237689 0.0 0.0 0.0 0.1152
C -0.374250 2.759861 6.714578 0.0 -0.1 -0.1 -0.0940
C -0.238133 1.754884 5.573551 0.1 0.2 0.0 -0.2878
C 0.882173 2.143240 4.609210 -0.2 -0.1 0.0 -0.2712
C 0.933171 1.279478 3.339098 -0.1 0.2 -0.3 -0.2630
Ge -0.554230 1.724411 2.120929 0.3 -0.1 0.0 1.1196
C -0.031259 3.141765 0.841512 0.0 -0.4 0.2 -0.2680
C 0.366715 4.479861 1.490756 -0.1 0.0 0.0 -0.2574
C -0.810650 5.421877 1.736543 0.0 -0.1 0.2 -0.2521
C -1.753601 4.947380 2.838677 0.1 0.1 -0.2 -0.1000
H -1.197465 2.490658 7.375219 0.0 0.0 0.0 0.0772
H -0.569543 3.760550 6.325157 0.0 0.0 0.0 0.0699
H 0.540609 2.798134 7.306627 0.0 0.0 0.0 0.0821
H -1.188755 1.697802 5.032251 0.0 -0.1 0.0 0.0774
H -0.029484 0.763093 5.983881 -0.1 0.0 -0.1 0.1056
H 1.840614 2.037488 5.122625 0.0 0.1 0.0 0.1239
H 0.776088 3.201610 4.349274 0.1 0.0 0.0 0.0868
H 0.936987 0.223680 3.606067 0.0 0.1 0.0 0.0551
H 1.849161 1.484683 2.778101 0.0 -0.1 0.0 0.0801
H -1.941274 1.779901 2.769603 0.1 0.0 -0.1 0.0311
H -0.814854 3.312541 0.106709 -0.1 0.0 -0.1 0.0633
H 0.831634 2.725046 0.314740 0.0 0.0 0.0 0.0631
H 1.061450 4.972100 0.807346 0.1 0.0 0.1 0.1153
H 0.904088 4.314532 2.429672 0.1 0.1 -0.1 0.0943
H -1.369790 5.545193 0.804385 0.0 0.1 0.0 0.1111
H -0.410842 6.401464 2.003281 0.0 0.0 0.0 0.1143
H -2.250996 4.016043 2.558595 -0.1 0.0 0.1 0.0217
H -2.527859 5.689601 3.028471 0.0 0.0 0.0 0.0827
H -1.209781 4.783615 3.772942 0.0 0.0 0.0 0.0705
```
Forces are in eV/Å.

Results
- Energy: -195018.913 eV
- Net charge: +2
- Kohn-Sham gap: 5.50 eV